(1)
The following is a DFT calculation (ωB97M-V/def2-TZVPD) of a cluster of 2 separate species, C2H9NO2 in total.

The geometry in XYZ format:
```
14
Properties=species:S:1:pos:R:3:forces:R:3:nbo_charge:R:1
C -0.85805 1.25445 1.21547 0.7 0.3 -0.6 -0.417
N -1.47251 0.61343 0.07565 -0.5 -0.5 0.5 -0.642
C -1.02892 -0.69981 -0.21003 -0.1 0.3 0.3 0.088
O 0.36313 -0.78871 -0.52156 0.3 -0.3 -0.1 -0.775
H -1.25825 2.25532 1.28064 -0.1 0.3 0.3 0.204
H 0.23340 1.34474 1.08864 -0.1 0.0 0.1 0.179
H -1.03257 0.71524 2.14531 -0.3 -0.1 0.0 0.188
H -1.64814 1.20212 -0.71583 0.3 0.1 -0.2 0.372
H -1.28320 -1.33012 0.64215 0.3 -0.1 0.2 0.152
H -1.58175 -1.09002 -1.04452 -0.2 -0.1 -0.6 0.172
H 0.87703 -1.19279 0.18891 -0.3 0.2 0.0 0.485
O 3.06704 -0.50099 -1.12699 -0.3 -0.3 -0.3 -0.955
H 3.48739 -1.22052 -1.61194 0.1 0.1 0.1 0.462
H 2.13540 -0.56233 -1.40590 0.2 0.2 0.2 0.488
```
Forces are in eV/Å.

The HOMO-LUMO gap is 9.922 eV. As for the SMILES: CNCO.O. Its largest force on an atom is 1.0 eV/Å. The calculation puts the HOMO energy at -0.3332 hartree. As for the lowest unoccupied orbital energy: 0.86 eV. For the energy above the lowest of the compared OMol25 structures with the same formula, charge and spin, the calculation gives 2.6 kcal/mol. The spin multiplicity is 1.

---

(2)
The following is a DFT calculation (ωB97M-V/def2-TZVPD) of a cluster of 2 separate species, C2H9NO2 in total.

The geometry in XYZ format:
```
14
Properties=species:S:1:pos:R:3:forces:R:3:nbo_charge:R:1
C -0.65004 -0.14574 -1.02903 -0.8 -0.2 0.6 -0.425
N -0.57610 -1.25935 -0.05710 0.7 0.3 -0.5 -0.630
C -1.02062 -0.94207 1.25127 0.1 1.0 0.7 0.080
O -0.37029 0.20180 1.87621 0.1 -0.5 -0.1 -0.744
H -1.60874 -0.21926 -1.54028 0.1 -0.2 -0.5 0.183
H 0.20588 -0.15399 -1.69441 -0.2 -0.1 -0.2 0.202
H -0.68066 0.81779 -0.53861 0.4 0.3 0.3 0.201
H 0.39386 -1.55666 -0.00143 -0.2 -0.1 0.0 0.347
H -2.06129 -0.61256 1.27837 -0.1 -0.4 -0.3 0.169
H -0.85409 -1.81012 1.88424 -0.3 -0.2 0.1 0.160
H 0.48423 -0.10517 2.19818 0.0 0.2 0.0 0.456
O 1.96855 1.87797 -0.94435 0.0 -0.1 0.1 -0.937
H 2.91523 1.75749 -0.82385 0.0 0.1 -0.1 0.469
H 1.85406 2.14987 -1.85920 0.1 0.0 0.0 0.469
```
Forces are in eV/Å.

The HOMO-LUMO gap is 9.739 eV. As for the SMILES: CNCO.O. Its largest force on an atom is 1.2 eV/Å. The calculation puts the HOMO energy at -0.3327 hartree. As for the lowest unoccupied orbital energy: 0.69 eV. For the energy above the lowest of the compared OMol25 structures with the same formula, charge and spin, the calculation gives 8.2 kcal/mol. The spin multiplicity is 1.

---

(3)
The following is a DFT calculation (ωB97M-V/def2-TZVPD) of a cluster of 2 separate species, C2H9NO2 in total.

The geometry in XYZ format:
```
14
Properties=species:S:1:pos:R:3:forces:R:3:nbo_charge:R:1
N -0.85779 -0.96009 1.10762 -0.4 -1.0 -0.5 -0.854
C 0.25887 -1.00182 0.13477 0.8 0.8 -1.8 -0.250
C 1.07309 0.34917 0.14707 -1.0 0.7 -0.3 -0.075
O 2.50522 0.12427 0.00406 -1.6 1.0 -1.1 -0.726
H -1.62926 -0.45190 0.63132 0.7 -0.4 0.6 0.376
H -1.25492 -1.90769 1.33304 0.8 1.2 -0.5 0.364
H 1.15641 -1.67713 0.28077 -1.9 -0.3 0.3 0.194
H -0.12908 -1.11380 -0.97484 0.8 -0.2 2.1 0.165
H 0.64144 0.94542 -0.75619 1.5 -0.6 1.6 0.166
H 0.87229 0.91699 1.10974 0.1 -0.6 -1.1 0.176
H 2.76918 -0.50883 0.65639 0.1 -0.5 0.7 0.461
O -2.05556 1.61629 -0.94572 0.4 -0.5 -2.2 -0.949
H -1.97396 1.37572 -1.93240 -0.1 0.7 2.3 0.476
H -1.37594 2.29341 -0.79563 -0.3 -0.3 -0.1 0.476
```
Forces are in eV/Å.

The HOMO-LUMO gap is 10.027 eV. As for the SMILES: NCCO.O. Its largest force on an atom is 2.4 eV/Å. The calculation puts the HOMO energy at -0.3444 hartree. As for the lowest unoccupied orbital energy: 0.66 eV. For the energy above the lowest of the compared OMol25 structures with the same formula, charge and spin, the calculation gives 21.4 kcal/mol. The spin multiplicity is 1.

---

(4)
The following is a DFT calculation (ωB97M-V/def2-TZVPD) of a cluster of 2 separate species, C2H9NO2 in total.

The geometry in XYZ format:
```
14
Properties=species:S:1:pos:R:3:forces:R:3:nbo_charge:R:1
C -1.34078 0.90884 -0.03930 0.4 0.0 0.4 -0.411
N -1.16499 0.01177 1.09781 -0.4 1.3 -0.2 -0.664
C -1.58018 -1.31233 0.95868 -0.1 -0.2 -1.5 0.093
O -0.95812 -2.03338 -0.13414 0.0 0.2 -0.1 -0.748
H -2.29807 0.70330 -0.51503 0.1 -0.1 -0.2 0.202
H -1.35312 1.95957 0.26238 0.0 -0.2 0.3 0.199
H -0.50196 0.81282 -0.73984 -0.4 0.0 -0.3 0.168
H -0.48446 0.31596 1.76591 0.2 -0.5 0.1 0.382
H -2.64694 -1.36744 0.73680 -0.1 0.1 -0.1 0.151
H -1.41040 -1.88443 1.81847 0.3 -0.5 1.6 0.168
H -0.11713 -1.59830 -0.31193 0.0 -0.1 0.1 0.459
O 4.73007 1.53584 -1.59269 0.0 -0.2 0.0 -0.936
H 3.87520 1.20510 -1.89014 0.1 0.0 0.0 0.467
H 5.25087 0.74267 -1.41697 -0.1 0.1 0.0 0.468
```
Forces are in eV/Å.

The HOMO-LUMO gap is 9.487 eV. As for the SMILES: CNCO.O. Its largest force on an atom is 1.8 eV/Å. The calculation puts the HOMO energy at -0.3311 hartree. As for the lowest unoccupied orbital energy: 0.48 eV. For the energy above the lowest of the compared OMol25 structures with the same formula, charge and spin, the calculation gives 10.7 kcal/mol. The spin multiplicity is 1.

---

(5)
The following is a DFT calculation (ωB97M-V/def2-TZVPD) of a cluster of 2 separate species, C2H9NO3 in total.

The geometry in XYZ format:
```
15
Properties=species:S:1:pos:R:3:forces:R:3:nbo_charge:R:1
C -1.83423 0.99303 0.18425 0.5 -0.1 -0.3 -0.626
C -1.90500 -0.49849 -0.18633 0.2 0.2 0.0 -0.215
N -0.62783 -1.23107 -0.17388 -0.2 0.4 0.3 -0.831
H -2.82645 1.42574 0.24625 -0.2 0.1 -0.1 0.207
H -1.35428 1.14050 1.15647 0.0 -0.1 -0.1 0.198
H -1.25371 1.56102 -0.56409 -0.2 -0.2 0.3 0.199
H -2.57504 -0.98855 0.52566 0.0 -0.1 -0.2 0.182
H -2.32404 -0.59794 -1.19279 -0.1 0.0 0.2 0.180
H 0.08615 -0.68461 -0.65604 -0.2 -0.2 0.2 0.354
H -0.32873 -1.32990 0.79741 0.1 0.1 -0.4 0.347
O 3.14669 -1.06084 0.25504 -0.5 0.6 -0.1 -0.430
O 2.18874 -0.03518 -0.01988 0.9 0.2 0.1 -0.056
O 2.92537 1.15995 -0.30692 -0.4 -0.7 -0.2 -0.433
H 3.45767 -1.26867 -0.63625 0.1 -0.1 -0.1 0.463
H 3.22468 1.41501 0.57111 0.1 0.2 0.4 0.461
```
Forces are in eV/Å.

The HOMO-LUMO gap is 9.891 eV. As for the SMILES: CCN.OOO. Its largest force on an atom is 0.9 eV/Å. The calculation puts the HOMO energy at -0.3330 hartree. As for the lowest unoccupied orbital energy: 0.83 eV. For the energy above the lowest of the compared OMol25 structures with the same formula, charge and spin, the calculation gives 149.4 kcal/mol. The spin multiplicity is 1.

---

(6)
The following is a DFT calculation (ωB97M-V/def2-TZVPD) of a cluster of 3 separate species, C2H9NO3 in total.

The geometry in XYZ format:
```
15
Properties=species:S:1:pos:R:3:forces:R:3:nbo_charge:R:1
N 0.45642 -0.23631 1.61242 0.4 -1.0 -3.4 -0.848
C -0.48372 0.26939 0.59903 -0.5 0.7 0.0 -0.334
C 0.04230 -0.01577 -0.84690 -2.0 3.2 -1.0 0.404
O -0.45926 0.59852 -1.79749 1.2 -1.6 2.0 -0.507
H 0.18613 -0.07013 2.52113 -0.9 0.3 2.3 0.370
H 0.54388 -1.24038 1.43588 0.2 0.4 0.6 0.363
H -0.57605 1.39396 0.74412 0.1 -1.3 -0.6 0.220
H -1.53971 -0.12857 0.68539 1.0 0.2 -0.3 0.212
H 0.91253 -0.63662 -1.03546 0.3 -0.6 0.3 0.134
O -2.42978 -1.45888 -2.14906 1.1 -0.6 0.2 -0.946
H -2.83448 -1.28001 -3.00179 0.3 0.0 -0.1 0.476
H -1.48332 -1.70474 -2.31048 -1.5 0.5 -0.1 0.471
O 2.82362 1.32690 0.95101 1.0 -1.1 -1.4 -0.942
H 2.90056 2.10318 1.43975 0.7 2.2 1.2 0.454
H 1.94088 1.07947 1.15245 -1.5 -1.2 0.3 0.474
```
Forces are in eV/Å.

The HOMO-LUMO gap is 10.569 eV. As for the SMILES: NCC=O.O.O. Its largest force on an atom is 3.9 eV/Å. The calculation puts the HOMO energy at -0.3664 hartree. As for the lowest unoccupied orbital energy: 0.60 eV. For the energy above the lowest of the compared OMol25 structures with the same formula, charge and spin, the calculation gives 50.6 kcal/mol. The spin multiplicity is 1.

---

(7)
The following is a DFT calculation (ωB97M-V/def2-TZVPD) of a cluster of 3 separate species, C2H9NO3 in total.

The geometry in XYZ format:
```
15
Properties=species:S:1:pos:R:3:forces:R:3:nbo_charge:R:1
C 0.72637 1.28893 0.42608 -0.3 -0.3 -0.4 -0.426
N 1.76565 0.53727 -0.25646 0.7 0.0 -0.2 -0.600
C 1.94884 -0.77741 -0.06884 -0.4 -0.4 0.9 0.520
O 1.20303 -1.47166 0.60082 -0.3 -0.1 -0.1 -0.655
H 0.83293 1.23747 1.50486 0.1 0.0 0.1 0.206
H -0.23143 0.85491 0.14608 -0.2 0.1 0.2 0.220
H 0.73569 2.32322 0.10046 0.1 0.0 0.0 0.214
H 2.51050 0.99234 -0.74631 0.0 0.4 -0.1 0.396
H 2.85576 -1.22952 -0.48090 0.2 0.3 -0.5 0.125
O -1.74989 -1.37209 0.65723 -0.1 0.0 0.3 -0.965
H -0.95700 -1.54491 0.14046 0.4 -0.1 0.3 0.491
H -1.42294 -1.07793 1.52322 -0.1 -0.2 -0.5 0.487
O -3.08176 0.27928 -1.12773 0.1 0.6 -0.9 -0.954
H -2.37870 0.43817 -1.77120 -0.3 0.1 0.0 0.451
H -2.75704 -0.47805 -0.64777 0.1 -0.5 0.8 0.490
```
Forces are in eV/Å.

The HOMO-LUMO gap is 10.927 eV. As for the SMILES: CNC=O.O.O. Its largest force on an atom is 1.1 eV/Å. The calculation puts the HOMO energy at -0.3826 hartree. As for the lowest unoccupied orbital energy: 0.52 eV. For the energy above the lowest of the compared OMol25 structures with the same formula, charge and spin, the calculation gives 19.6 kcal/mol. The spin multiplicity is 1.

---

(8)
The following is a DFT calculation (ωB97M-V/def2-TZVPD) of an isolated molecule of C2H9NO3Si.

The geometry in XYZ format:
```
16
Properties=species:S:1:pos:R:3:forces:R:3:nbo_charge:R:1
C -1.67246 -1.55933 0.45807 1.7 -1.1 -0.4 -0.459
N -1.55166 -0.12431 0.48791 -1.6 2.5 1.0 -0.340
O -0.32379 0.47763 1.07571 0.5 -1.5 -1.3 -0.772
Si 1.19178 0.44250 0.18975 -1.9 -0.5 -1.0 2.193
C 1.14101 0.98747 -1.67580 1.0 0.1 2.4 -1.133
O 1.99292 -1.03405 0.28506 -0.9 1.1 -0.3 -1.081
O 2.07263 1.41657 1.14946 1.9 -0.6 -2.7 -1.095
H -0.90958 -1.99114 1.14979 -0.4 -0.1 -0.8 0.208
H -2.64313 -1.98816 0.73184 0.0 0.7 0.3 0.209
H -1.54046 -1.83357 -0.61358 0.4 -0.5 0.8 0.191
H -2.31358 0.22399 1.12938 1.6 -0.1 -0.8 0.346
H 0.69793 0.18774 -2.23927 -1.0 0.3 -0.6 0.250
H 0.94628 2.06387 -1.80001 -1.0 -0.7 -0.2 0.254
H 2.17008 0.95435 -1.98708 0.9 -0.3 0.1 0.241
H 2.66109 -0.77263 0.92192 0.6 -0.6 0.3 0.491
H 1.62620 1.66770 1.89359 -1.7 1.3 3.2 0.497
```
Forces are in eV/Å.

The HOMO-LUMO gap is 9.626 eV. As for the SMILES: CNO[Si](C)(O)O. Its largest force on an atom is 3.8 eV/Å. The calculation puts the HOMO energy at -0.3289 hartree. As for the lowest unoccupied orbital energy: 0.67 eV. For the energy above the lowest of the compared OMol25 structures with the same formula, charge and spin, the calculation gives 47.7 kcal/mol. The spin multiplicity is 1.

---

(9)
The following is a DFT calculation (ωB97M-V/def2-TZVPD) of a cluster of 3 separate species, C2H9NO4 in total.

The geometry in XYZ format:
```
16
Properties=species:S:1:pos:R:3:forces:R:3:nbo_charge:R:1
N 0.07117 2.51891 -0.35432 0.4 0.3 -0.8 -0.827
C -0.02227 1.85331 0.91234 0.9 -0.3 -0.7 -0.329
C -0.21065 0.35086 0.84518 -1.3 -0.1 -0.4 0.809
O 0.21495 -0.36477 -0.03217 0.5 0.1 0.1 -0.666
O -1.03548 -0.09156 1.79116 0.1 0.2 0.8 -0.674
H 0.68056 2.06981 -1.03001 0.1 0.0 0.4 0.374
H -0.77531 2.73641 -0.85233 -0.4 -0.2 0.4 0.370
H -0.76393 2.30761 1.52815 -0.6 0.2 0.4 0.227
H 0.93403 1.99760 1.40846 0.2 0.0 0.3 0.222
H -1.12515 -1.05703 1.81728 0.2 -0.1 -0.4 0.513
O 1.26501 -0.33303 -2.69408 -0.2 0.0 0.4 -0.958
H 1.09533 -1.27902 -2.75915 0.1 0.0 -0.2 0.463
H 0.94060 -0.13768 -1.79648 0.2 0.0 -0.3 0.484
O -0.41458 -3.12700 0.25973 0.1 -0.5 0.8 -0.974
H 0.15483 -2.35555 0.15592 -0.4 0.1 -0.5 0.493
H -1.09417 -3.14251 -0.41482 0.1 0.4 -0.2 0.474
```
Forces are in eV/Å.

The HOMO-LUMO gap is 10.372 eV. As for the SMILES: NCC(=O)O.O.O. Its largest force on an atom is 1.3 eV/Å. The calculation puts the HOMO energy at -0.3645 hartree. As for the lowest unoccupied orbital energy: 0.45 eV. For the energy above the lowest of the compared OMol25 structures with the same formula, charge and spin, the calculation gives 7.1 kcal/mol. The spin multiplicity is 1.

---

(10)
The following is a DFT calculation (ωB97M-V/def2-TZVPD) of a cluster of 3 separate species, C2H9NO4 in total.

The geometry in XYZ format:
```
16
Properties=species:S:1:pos:R:3:forces:R:3:nbo_charge:R:1
N -0.68450 -0.69555 1.97280 0.5 -1.0 1.7 -0.841
C -0.29591 0.67432 1.82998 0.2 0.5 -1.3 -0.325
C 0.36870 0.88512 0.42643 -0.8 0.2 0.9 0.820
O 0.11953 0.15270 -0.49796 -0.2 -0.3 0.1 -0.673
O 1.15971 1.93411 0.36292 0.5 0.8 0.4 -0.673
H -1.09958 -1.20385 1.21575 -0.4 0.8 -0.8 0.384
H 0.06950 -1.31982 2.23716 0.2 0.4 0.3 0.363
H 0.35826 1.09671 2.61554 -0.1 -0.8 -0.3 0.229
H -1.18912 1.32065 1.91199 0.3 -0.1 -0.5 0.222
H 1.54679 2.13955 -0.50694 -0.3 -0.6 -0.2 0.523
O -1.02134 -2.38219 -1.21338 1.0 -0.7 -0.4 -0.979
H -1.92050 -2.47910 -0.91210 -0.2 0.7 0.1 0.474
H -0.65269 -1.48671 -1.18543 -0.8 -0.1 0.5 0.499
O 1.21698 0.84329 -2.73649 -0.5 -0.7 -0.1 -0.979
H 0.56708 0.37525 -2.16209 0.7 0.7 -0.2 0.489
H 1.45710 0.14554 -3.35821 0.2 0.3 -0.1 0.468
```
Forces are in eV/Å.

The HOMO-LUMO gap is 10.325 eV. As for the SMILES: NCC(=O)O.O.O. Its largest force on an atom is 2.1 eV/Å. The calculation puts the HOMO energy at -0.3582 hartree. As for the lowest unoccupied orbital energy: 0.58 eV. For the energy above the lowest of the compared OMol25 structures with the same formula, charge and spin, the calculation gives 13.2 kcal/mol. The spin multiplicity is 1.

---

no.,electronic energy (a.u.)
1,-286.81428
2,-286.80524
3,-286.78425
4,-286.80135
5,-361.87681
6,-362.03413
7,-362.08356
8,-651.62555
9,-437.33609
10,-437.32635